(1)
{
  "formula": "C3H8OS",
  "method": "ωB97M-V with the def2-TZVPD basis set",
  "lumo_energy_ev": 0.65,
  "de_lowest_ev": 1.1598,
  "multiplicity": 1,
  "gap_ev": 9.66,
  "smiles": "C=O.CCS",
  "largest_force_ev_per_a": 1.46,
  "homo_ev": -9.006,
  "charge": 0,
  "symbols": ["O", "H", "C", "S", "C", "H", "H", "H", "H", "H", "H", "H", "C"],
  "positions_angstrom": [[-0.9540, 0.6093, -2.2248], [-0.2668, -0.6092, 2.6739], [-0.1031, 0.1255, 1.8885], [1.2968, -0.4909, 0.8970], [-1.3592, 0.4157, 1.0950], [0.1305, -0.7133, -3.3863], [0.8841, -1.2729, -0.1097], [0.3163, 0.9968, 2.3720], [-2.2603, 0.2943, 1.7079], [1.0204, 0.1894, -2.0902], [-1.4412, 1.4537, 0.7771], [-1.4923, -0.2303, 0.2353], [0.0283, 0.0228, -2.5613]],
  "atomic_forces_ev_per_a": [[-0.41, -0.14, -0.15], [-0.19, -0.03, -0.03], [-0.18, -1.00, -0.43], [1.38, 0.47, 0.13], [-0.96, 0.48, 0.41], [-0.78, 0.04, -0.05], [-0.88, 0.03, 0.36], [0.06, 0.30, -0.02], [0.21, -0.22, 0.15], [-0.26, 0.20, 0.25], [0.42, -0.03, -0.34], [0.14, -0.04, -0.11], [1.45, -0.06, -0.17]],
  "lowdin_charge": [0.00, 0.05, -0.59, 0.67, -0.18, 0.08, -0.17, 0.06, 0.07, 0.06, 0.07, 0.05, -0.17]
}

(2)
{
  "formula": "C3H8OS",
  "method": "ωB97M-V with the def2-TZVPD basis set",
  "lumo_energy_ev": 0.69,
  "de_lowest_ev": 0.7112,
  "multiplicity": 1,
  "gap_ev": 9.80,
  "smiles": "CC=O.CS",
  "largest_force_ev_per_a": 0.95,
  "homo_ev": -9.111,
  "charge": 0,
  "symbols": ["H", "H", "H", "C", "H", "S", "C", "H", "H", "H", "H", "O", "C"],
  "positions_angstrom": [[-0.8965, 0.0227, 2.1252], [0.9191, 0.1197, -3.1686], [-2.3182, -2.1304, 2.6608], [-1.3454, -1.8172, 3.0792], [0.3794, 1.0634, -4.6184], [1.7002, 2.3833, -3.2576], [1.2005, 0.7873, -3.9714], [1.9652, 0.3648, -4.6186], [-0.2364, -0.0104, 3.6770], [-2.0259, 0.0721, 3.5814], [2.3661, 2.1188, -2.1342], [-0.5852, -2.6428, 3.5101], [-1.1230, -0.3313, 3.1352]],
  "atomic_forces_ev_per_a": [[-0.78, 0.15, -0.12], [-0.26, -0.27, -0.19], [-0.07, 0.01, -0.19], [0.45, 0.02, 0.54], [-0.43, -0.16, 0.12], [-0.18, 0.81, -0.46], [0.63, 0.36, 0.26], [0.17, -0.09, 0.26], [-0.06, -0.46, 0.49], [-0.09, 0.58, -0.31], [0.06, -0.66, 0.01], [0.03, -0.07, -0.13], [0.51, -0.24, -0.28]],
  "lowdin_charge": [0.08, 0.02, 0.11, -0.33, 0.01, 0.61, -0.48, 0.02, 0.08, 0.08, -0.18, 0.04, -0.06]
}

(3)
{
  "formula": "C3H8OS",
  "method": "ωB97M-V with the def2-TZVPD basis set",
  "lumo_energy_ev": 0.83,
  "de_lowest_ev": 3.7442,
  "multiplicity": 1,
  "gap_ev": 9.37,
  "smiles": "COCSC",
  "largest_force_ev_per_a": 4.33,
  "homo_ev": -8.541,
  "charge": 0,
  "symbols": ["H", "H", "H", "H", "H", "C", "C", "H", "H", "S", "H", "O", "C"],
  "positions_angstrom": [[3.1944, 1.0400, -0.1291], [-0.0597, -2.1344, -0.0652], [-2.5226, -0.8977, -0.4467], [1.4567, 1.6849, -0.9110], [-2.4381, 0.4818, -1.0431], [2.0365, 1.0433, 0.0272], [-2.0307, -0.0604, -0.0849], [-2.5506, 0.1915, 0.8743], [0.2102, -1.0942, 1.2709], [1.8563, -0.9276, -0.2439], [1.3837, 1.6740, 0.9666], [-0.6508, 0.0770, -0.3383], [0.1145, -1.0780, 0.1232]],
  "atomic_forces_ev_per_a": [[-2.25, 0.93, 0.90], [-1.27, 0.14, -1.07], [0.06, -3.10, -0.01], [2.01, -2.35, 2.31], [0.18, 0.54, 2.32], [-1.86, 1.38, -1.51], [-1.62, 2.79, -2.85], [1.25, 0.38, -0.57], [-1.07, 0.48, -1.31], [0.00, 3.13, -0.29], [2.68, -2.62, -2.18], [0.63, -2.91, 1.06], [1.25, 1.22, 3.20]],
  "lowdin_charge": [0.01, 0.07, 0.04, 0.08, 0.13, -0.38, -0.15, 0.10, 0.09, 0.74, 0.11, -0.25, -0.59]
}

(4)
{
  "formula": "C3H8OS2",
  "method": "ωB97M-V with the def2-TZVPD basis set",
  "lumo_energy_ev": 0.35,
  "de_lowest_ev": 1.0039,
  "multiplicity": 1,
  "gap_ev": 8.79,
  "smiles": "OCCCSS",
  "largest_force_ev_per_a": 3.44,
  "homo_ev": -8.444,
  "charge": 0,
  "symbols": ["H", "C", "S", "O", "C", "S", "H", "C", "H", "H", "H", "H", "H", "H"],
  "positions_angstrom": [[1.6537, -2.2130, 0.8494], [-0.6936, 0.6793, -0.2951], [-2.3406, 0.6127, 0.2500], [2.0461, -1.9001, 0.0339], [0.0881, -0.5890, 0.1314], [-2.6530, 2.5784, 0.9489], [-0.2127, 1.6391, -0.0592], [1.2998, -0.9163, -0.6829], [1.0920, -1.3841, -1.6781], [-1.4280, 2.8222, 1.2670], [-0.5416, 0.6657, -1.4058], [0.3090, -0.4705, 1.2761], [1.9743, -0.0706, -0.8438], [-0.5936, -1.4540, 0.2080]],
  "atomic_forces_ev_per_a": [[-0.45, 0.35, -0.04], [2.48, -0.45, -2.34], [-1.30, 0.35, 0.80], [1.05, -0.33, -0.50], [-1.12, 0.91, 2.85], [-1.57, -0.41, -0.78], [0.00, -0.51, 0.55], [0.54, -1.20, 0.32], [-0.29, 0.64, 0.65], [1.45, 0.14, 0.61], [-0.92, 0.18, 0.44], [0.28, -0.02, -1.95], [-0.23, 0.15, 0.05], [0.08, 0.22, -0.65]],
  "lowdin_charge": [0.07, -0.66, 0.48, -0.09, -0.29, 0.34, 0.06, -0.27, 0.13, -0.24, 0.09, 0.15, 0.12, 0.10]
}